The following is a quantum chemistry calculation of C5H14Br6N6O3 as an isolated structure, from OMol25.

Properties
Kohn-Sham gap = 8.69 eV
ΔE to the lowest compared entry with this formula, charge and spin = 1.038 eV
total charge = 0
2S+1 = 1
E_tot = -440751.631 eV
lowest unoccupied orbital energy = -0.311 eV

Atoms and positions in Å:
Br: -7.275056 -9.810101 17.169592
Br: -4.440955 -9.241093 18.700200
Br: -3.779552 -12.147877 16.673405
Br: -4.734596 -14.589463 14.737830
Br: -5.438683 -7.243461 16.385806
Br: -1.771784 -14.591534 15.820716
O: -0.382441 -7.829931 14.271570
O: -3.485996 -10.191273 13.924452
O: -4.679842 -8.620348 9.267668
N: -1.568919 -8.669270 16.039040
N: -4.821258 -9.102138 7.046796
N: -2.715763 -10.071297 11.677610
N: -6.008904 -10.335606 8.604865
N: 0.107768 -7.077959 16.429638
N: -4.672077 -8.965061 12.444703
C: -5.985548 -8.453748 17.851865
C: -0.604913 -7.875787 15.544914
C: -3.546829 -14.064977 16.122762
C: -3.631766 -9.778518 12.748123
C: -5.130597 -9.301067 8.392584
H: -4.681990 -8.333446 11.613413
H: 1.025854 -6.823042 16.199134
H: -2.022837 -9.199461 15.310742
H: -6.492860 -7.771434 18.490545
H: -1.970803 -8.683202 16.924299
H: -6.268427 -10.869857 7.784567
H: 0.031704 -7.227161 17.422548
H: -4.477646 -8.222216 6.763118
H: -5.126236 -8.652093 13.322134
H: -3.303072 -10.099233 10.850199
H: -2.179893 -10.905984 11.813519
H: -5.848806 -11.008649 9.316538
H: -3.999300 -14.564499 16.937966
H: -5.413357 -9.589263 6.403001

Forces on the atoms, in the same order (eV/Å):
0.87 0.83 0.56
-0.51 0.16 -0.09
0.29 -1.05 -0.52
-0.25 0.15 -0.79
-0.07 -0.57 0.41
0.45 0.02 0.01
-0.42 -0.20 4.36
0.04 0.52 -2.17
0.70 0.62 1.17
0.33 -0.48 -1.85
-0.75 -1.16 0.98
-2.48 0.80 1.00
-0.75 -0.85 -1.19
-1.24 -0.50 0.60
-0.62 1.14 -0.01
0.12 -0.34 -1.69
1.25 0.89 -3.80
-0.85 1.36 0.36
1.93 -0.89 1.50
0.10 -0.11 -1.47
0.12 -1.04 1.04
1.00 0.37 -0.94
-0.40 -0.14 -0.02
-0.35 -0.06 0.78
-0.33 0.27 1.57
0.02 0.30 -0.07
-0.33 -0.28 -0.04
0.31 0.88 -0.08
0.34 -0.16 -1.20
0.63 0.01 -0.42
0.12 -0.27 0.29
0.33 0.18 1.18
0.35 -0.51 0.96
0.05 0.11 -0.41